{
  "formula": "C36H60I2N2O17S",
  "method": "ωB97M-V/def2-TZVPD",
  "elements": ["C", "C", "I", "C", "I", "C", "C", "C", "C", "C", "C", "N", "C", "O", "C", "S", "C", "O", "O", "C", "O", "C", "C", "N", "C", "C", "C", "O", "C", "C", "C", "C", "C", "C", "H", "H", "H", "H", "H", "H", "H", "H", "H", "H", "H", "H", "H", "H", "H", "H", "H", "H", "H", "H", "H", "H", "H", "H", "H", "H", "H", "H", "H", "H", "H", "H", "H", "H", "H", "H", "C", "O", "C", "O", "O", "C", "H", "H", "H", "H", "H", "H", "C", "O", "C", "O", "O", "C", "H", "H", "H", "H", "H", "H", "C", "O", "C", "O", "O", "C", "H", "H", "H", "H", "H", "H", "C", "O", "C", "O", "O", "C", "H", "H", "H", "H", "H", "H"],
  "positions_angstrom": [[1.422144, -1.648378, 2.921176], [2.282720, -0.350963, 3.264794], [3.871872, -0.646965, 4.765111], [2.051237, 0.944897, 2.674335], [3.455081, 2.502186, 3.362493], [0.894496, 1.201007, 1.597992], [-0.609770, 0.673186, 1.932641], [-0.991132, 1.174801, 3.429429], [-2.389404, 2.016550, 3.469989], [-3.677766, 1.122152, 3.135741], [-2.316593, 3.394157, 2.631284], [0.670618, 2.679597, 1.531904], [0.860463, 3.313719, 0.235831], [1.171789, 4.486765, -0.065377], [0.589733, 2.022771, -0.733904], [0.704532, 2.212362, -2.566311], [-0.999696, 1.940404, -3.319337], [1.613427, 1.238257, -3.269695], [1.085193, 3.624220, -2.956255], [1.451041, 0.951601, 0.076023], [2.858853, 1.104120, 0.280827], [3.573026, 1.625495, -0.864094], [5.107560, 1.890614, -0.362191], [5.304909, 3.370783, -0.362590], [6.274950, 3.836476, 0.673609], [6.021555, 5.437311, 0.854249], [4.469859, 5.795902, 1.108883], [6.917799, 5.943312, 1.870651], [1.182113, -0.459954, -0.616096], [-0.186640, -0.940549, -1.196866], [-0.354129, -2.332595, -1.909885], [0.851404, -3.318075, -2.095582], [2.206375, -2.859476, -1.499528], [2.374682, -1.469125, -0.787447], [0.971583, -1.670239, 1.874725], [2.025911, -2.598881, 3.182549], [0.535377, -1.657052, 3.670188], [-0.710472, -0.462847, 1.879199], [-1.406415, 1.113444, 1.242457], [-0.207785, 1.899547, 3.874179], [-1.043733, 0.280316, 4.158511], [-2.495280, 2.334808, 4.580489], [-3.789935, 0.343032, 3.978652], [-4.598427, 1.816699, 3.223973], [-3.591980, 0.628847, 2.109005], [-1.318641, 3.951195, 2.807460], [-2.527550, 3.205343, 1.521145], [-3.145918, 4.102983, 3.021180], [0.738229, 3.240968, 2.382975], [-0.528856, 1.755119, -0.590609], [-1.400893, 0.912105, -3.003005], [-1.675591, 2.812180, -3.034622], [-0.810352, 1.862607, -4.457513], [3.621450, 0.852445, -1.719365], [3.188966, 2.625830, -1.268474], [5.280578, 1.397578, 0.658141], [5.780483, 1.425196, -1.174780], [5.539298, 3.738295, -1.293851], [6.095490, 3.255159, 1.647064], [7.333760, 3.674890, 0.239486], [6.309342, 5.907886, -0.153574], [3.898291, 4.884832, 1.491739], [3.926552, 6.143733, 0.154881], [4.374315, 6.617790, 1.914328], [6.759671, 5.475556, 2.721141], [-1.117312, -0.277287, -1.139685], [-1.372836, -2.642262, -2.352778], [0.763806, -4.323767, -2.639976], [3.125537, -3.539893, -1.616195], [3.443086, -1.241602, -0.422876], [-1.917933, 5.029586, -9.363691], [-1.574601, 4.150147, -8.294732], [-0.291498, 4.236553, -7.900401], [0.544946, 4.970370, -8.366650], [-0.104996, 3.362980, -6.897066], [1.224360, 3.344775, -6.373350], [-2.971810, 4.874516, -9.597818], [-1.779835, 6.071253, -9.065379], [-1.328816, 4.801547, -10.254836], [1.487170, 4.318583, -5.955276], [1.939024, 3.049311, -7.145058], [1.258314, 2.606271, -5.571713], [-2.843820, -5.031920, -6.252243], [-2.385546, -5.063393, -4.901182], [-3.078259, -5.893456, -4.103066], [-4.014174, -6.579342, -4.434180], [-2.546113, -5.825991, -2.870921], [-3.186994, -6.662930, -1.908732], [-2.213949, -4.331579, -6.801796], [-2.749703, -6.017177, -6.714196], [-3.876501, -4.679351, -6.300859], [-3.106348, -7.713402, -2.196940], [-4.233437, -6.375558, -1.783562], [-2.675452, -6.526712, -0.955185], [3.930689, 1.115186, 7.609594], [4.368458, 1.057209, 8.966968], [3.653375, 0.223748, 9.740846], [2.713994, -0.444976, 9.383891], [4.167055, 0.264593, 10.982239], [3.500302, -0.579299, 11.919008], [4.576958, 1.816305, 7.079501], [4.018458, 0.135558, 7.131349], [2.902900, 1.481496, 7.551065], [3.572107, -1.625816, 11.614321], [2.455743, -0.280410, 12.031878], [3.997803, -0.465745, 12.882915], [-9.764547, -7.153711, 0.499428], [-8.672399, -7.811347, -0.140290], [-8.596992, -7.593089, -1.464704], [-9.352454, -6.912973, -2.115162], [-7.533357, -8.264540, -1.937115], [-7.328519, -8.123156, -3.342647], [-9.726463, -7.399935, 1.561172], [-9.678089, -6.070059, 0.392636], [-10.716515, -7.506892, 0.096771], [-7.144715, -7.078346, -3.602162], [-8.183463, -8.515171, -3.898258], [-6.446405, -8.704823, -3.612371]],
  "forces_ev_per_angstrom": [[-0.1, 0.0, 1.5], [-1.0, 2.5, -2.0], [-1.4, -0.5, -1.8], [0.6, -4.1, 1.9], [-1.5, -0.6, -0.9], [-0.9, 1.4, -0.5], [0.4, -0.6, 1.4], [-0.6, 0.5, 0.1], [0.4, 0.0, 0.9], [0.3, 0.8, 0.9], [-0.5, -0.1, 0.6], [1.0, 1.5, -2.2], [0.6, 1.1, 0.1], [-1.5, -4.3, 1.6], [-0.3, 0.8, 1.5], [2.8, 1.9, -4.7], [0.0, -0.7, 0.1], [-2.2, 1.2, 2.4], [-1.4, -3.1, 1.8], [-0.8, -2.2, -0.1], [-1.3, 1.3, -1.9], [2.3, -0.4, -0.7], [-1.0, 0.1, -1.8], [0.3, -0.8, 1.5], [-0.1, 1.1, -1.2], [-0.5, -1.0, -0.5], [-0.1, -0.1, 0.4], [-0.6, -0.4, -0.1], [0.0, -4.3, -1.6], [2.5, -2.3, -0.4], [3.0, 0.7, 0.9], [0.5, 4.0, 2.2], [-2.7, 2.1, 0.1], [-2.6, -1.3, -1.3], [1.1, 0.1, 1.3], [-0.9, 1.6, -0.8], [1.4, 0.0, -1.2], [0.2, 1.6, 0.0], [1.5, -0.4, 0.6], [-1.0, -1.3, -0.8], [0.0, 1.4, -1.2], [0.1, -0.5, -1.7], [0.2, 1.0, -1.5], [1.4, -1.2, -0.5], [-0.3, 0.7, 1.4], [-1.7, -1.0, -0.5], [0.6, 0.4, 1.5], [1.3, -1.2, -0.7], [0.2, -0.2, -0.6], [1.9, 0.3, -0.1], [0.5, 1.6, -0.3], [0.9, -1.2, -0.4], [-0.1, 0.5, 2.0], [-0.5, 1.1, 1.3], [0.2, -1.4, 0.8], [-0.2, 0.9, -1.5], [-0.8, 0.3, 1.4], [0.0, -0.5, 0.7], [0.3, 0.9, -1.4], [-1.2, 0.3, 1.3], [-0.1, -0.5, 1.7], [0.8, 1.2, -0.6], [1.0, -0.6, 1.5], [0.3, -1.2, -1.4], [-0.1, 0.4, -1.0], [1.5, -1.1, 0.0], [1.8, 0.7, 0.9], [0.0, 1.8, 1.0], [-1.6, 1.3, 0.3], [-2.1, -0.2, -0.5], [-0.2, 0.2, -0.3], [0.3, -0.1, 0.2], [0.0, -0.1, 0.1], [-0.4, -0.3, 0.2], [-0.3, 0.3, -0.4], [0.5, -0.1, 0.3], [0.1, -0.2, 0.2], [0.1, -0.1, -0.1], [0.1, 0.1, 0.2], [0.0, -0.1, -0.1], [-0.1, 0.2, 0.0], [-0.2, 0.1, -0.1], [-0.1, 0.1, -0.5], [-0.1, -0.2, 0.4], [0.1, 0.1, 0.0], [0.3, 0.3, 0.1], [-0.1, 0.1, -0.4], [-0.2, -0.3, 0.4], [0.1, 0.0, 0.3], [-0.2, 0.1, 0.1], [0.1, -0.2, 0.0], [-0.1, 0.1, -0.1], [0.1, -0.1, -0.1], [0.1, 0.2, -0.3], [0.0, 0.0, -0.2], [-0.2, -0.2, 0.4], [0.1, 0.1, 0.0], [0.4, 0.3, 0.2], [-0.1, 0.1, -0.4], [-0.2, -0.2, 0.3], [0.1, -0.1, 0.3], [-0.2, 0.4, 0.6], [0.0, -0.2, 0.0], [-0.1, 0.1, -0.1], [0.1, -0.1, -0.1], [0.1, 0.2, -0.2], [-0.3, 0.2, 0.3], [0.1, 0.0, -0.4], [0.1, -0.1, 0.0], [0.3, -0.3, 0.3], [-0.3, 0.2, 0.3], [0.1, 0.0, -0.5], [0.2, -0.1, -0.2], [-0.1, -0.1, -0.1], [0.1, 0.2, -0.1], [-0.1, -0.1, 0.0], [0.0, 0.2, 0.1], [-0.1, 0.0, 0.3]],
  "orbital_gap_ev": 7.98,
  "de_lowest_kcal_mol": 211.9,
  "energy_ha": -3789.537809
}

{
  "formula": "C18H54O9",
  "method": "ωB97M-V/def2-TZVPD",
  "elements": ["O", "H", "H", "O", "H", "H", "O", "H", "H", "C", "C", "C", "O", "H", "H", "H", "H", "H", "H", "H", "H", "C", "C", "C", "O", "H", "H", "H", "H", "H", "H", "H", "H", "C", "C", "C", "O", "H", "H", "H", "H", "H", "H", "H", "H", "C", "C", "C", "O", "H", "H", "H", "H", "H", "H", "H", "H", "C", "C", "C", "O", "H", "H", "H", "H", "H", "H", "H", "H", "C", "C", "C", "O", "H", "H", "H", "H", "H", "H", "H", "H"],
  "positions_angstrom": [[-2.092268, 2.187120, -1.862937], [-2.750611, 2.769602, -2.241793], [-2.478304, 1.313679, -1.928663], [-3.507363, 1.545443, 0.848433], [-3.670087, 1.892095, -0.028831], [-2.580019, 1.308301, 0.844573], [-1.742027, 0.754290, 4.583378], [-2.200044, 1.243310, 3.899765], [-0.991269, 1.303439, 4.809238], [0.570311, 0.708836, 0.908104], [-0.818920, 0.154295, 0.748628], [-1.391870, -0.266833, 2.056849], [-1.512807, 1.372553, 0.311740], [1.012833, 1.029006, -0.035182], [1.057318, -0.136497, 1.394242], [0.688358, 1.487164, 1.662002], [-0.853823, -0.610306, -0.027423], [-1.283417, 0.603212, 2.704439], [-0.948953, -1.206252, 2.387642], [-2.460234, -0.316502, 1.846553], [-1.170519, 1.565478, -0.564162], [3.933085, 1.302074, 0.873909], [3.473761, 0.156390, 1.726194], [3.509176, -1.113290, 0.829299], [4.464757, -0.095560, 2.659364], [4.133869, 2.107387, 1.580499], [3.198884, 1.590883, 0.121822], [4.974010, 1.209505, 0.564054], [2.556805, 0.299158, 2.297965], [4.474612, -1.530258, 0.542643], [2.985489, -0.843689, -0.087861], [3.015738, -2.008227, 1.208380], [4.117512, -0.666074, 3.348952], [-0.674902, -2.993501, -0.402352], [0.829678, -2.940173, -0.588764], [1.372432, -4.286288, -0.093563], [1.069172, -2.740950, -2.020849], [-1.103013, -3.732427, -1.079709], [-1.092415, -1.989656, -0.480449], [-0.978269, -3.278635, 0.605000], [1.267798, -2.104828, -0.042555], [2.453543, -4.392324, -0.003716], [1.030396, -5.146159, -0.669523], [0.992301, -4.444162, 0.915727], [0.762768, -3.541549, -2.452995], [-1.887945, 3.590886, 0.655469], [-0.751182, 4.481566, 0.292248], [0.598176, 3.856514, -0.227779], [-1.254814, 5.412207, -0.567246], [-1.506539, 2.928680, 1.432715], [-2.267204, 3.127685, -0.255416], [-2.729139, 4.133605, 1.086685], [-0.459742, 4.938524, 1.237940], [0.510066, 3.291032, -1.155434], [1.021952, 3.121643, 0.456672], [1.338205, 4.618615, -0.472024], [-0.485576, 5.974867, -0.682492], [2.925281, -1.272859, -1.737511], [1.947702, -0.066466, -1.720315], [2.420910, 1.176705, -2.451824], [0.757642, -0.441031, -2.498794], [2.647547, -2.080629, -1.060429], [3.862001, -0.844864, -1.380486], [3.013795, -1.617463, -2.767809], [1.783751, 0.262609, -0.694190], [2.360878, 1.049007, -3.532660], [3.471408, 1.458943, -2.381885], [1.772468, 1.999409, -2.150523], [0.451233, -1.227579, -2.041575], [-2.763876, -2.697598, -1.905435], [-3.323785, -2.431311, -0.531471], [-3.846076, -0.980004, -0.226146], [-4.396345, -3.302033, -0.180684], [-3.610008, -2.714208, -2.592371], [-2.174914, -3.611907, -1.978074], [-2.106381, -1.869785, -2.170989], [-2.455568, -2.618387, 0.100439], [-3.102745, -0.188919, -0.127365], [-4.384187, -1.016621, 0.721058], [-4.607902, -0.665636, -0.939515], [-4.412564, -3.294277, 0.779145]],
  "forces_ev_per_angstrom": [[-0.2, -0.1, -1.5], [0.0, 0.4, -0.3], [-0.2, -0.5, -0.3], [-6.4, 0.6, 2.2], [-0.1, 0.0, 0.2], [-1.1, 0.6, 0.0], [-0.2, 0.0, 0.9], [-0.5, 0.3, 0.1], [0.2, 0.2, 0.2], [0.2, -1.5, 1.2], [1.2, 2.5, -0.7], [-0.8, 0.6, -1.2], [6.5, -4.9, -1.5], [-0.7, 0.3, 1.1], [0.9, 0.0, -0.7], [-0.7, 0.2, -0.1], [0.0, 0.5, 0.2], [0.6, -1.0, -0.2], [-0.2, 0.3, 0.4], [-0.2, -0.8, 0.7], [0.0, 0.5, -0.1], [0.2, 1.3, 1.5], [1.2, -2.7, -1.1], [-2.0, 0.6, 0.2], [1.8, 0.6, 2.2], [-0.7, 0.7, 0.0], [0.5, 0.1, -0.1], [-0.3, -0.9, -0.9], [-0.1, 0.3, -0.7], [0.4, 0.9, 0.2], [0.5, -0.2, 2.2], [-0.4, 0.1, 0.7], [0.1, 0.0, 0.0], [1.7, 0.2, 1.1], [-0.9, -1.9, -0.4], [0.5, 0.1, 0.6], [-0.7, -1.9, 1.3], [0.8, 0.4, 0.7], [0.4, -0.9, -0.8], [0.6, -0.3, 0.3], [-0.1, -0.1, -0.2], [0.1, 0.4, -0.3], [-0.2, 0.2, -0.3], [0.0, 0.0, 0.1], [-0.2, -0.2, -0.2], [0.0, 1.2, 0.5], [1.2, -1.2, 1.6], [-0.9, -0.5, -0.3], [0.3, 1.6, -1.4], [-0.6, 0.4, -0.3], [0.3, 0.4, 1.1], [0.3, 0.6, 0.0], [0.2, 0.5, 0.3], [-0.6, 0.1, -0.2], [0.0, 0.6, 0.3], [0.0, 0.3, 0.4], [-0.3, 0.8, -0.7], [0.9, 1.3, -1.6], [0.4, -0.9, -2.3], [0.6, 0.0, -0.7], [0.1, 2.0, 1.8], [0.8, 0.5, -1.0], [0.4, -0.4, -0.9], [0.1, 0.0, 0.1], [0.1, -1.2, -1.1], [-0.6, -0.2, -0.1], [0.1, 0.0, 0.9], [0.2, 0.2, -0.2], [-0.3, -0.2, -0.7], [-1.9, 0.5, -1.1], [-0.2, 1.2, 1.1], [0.3, -1.1, -0.7], [0.3, -0.6, -0.4], [0.1, -0.1, -0.3], [-1.2, 0.2, -0.6], [-0.1, 0.0, -0.3], [-1.6, 0.1, 0.6], [-0.2, -0.7, -0.4], [0.2, 0.0, 0.1], [0.1, 0.0, -0.3], [-0.3, -0.1, 0.1]],
  "orbital_gap_ev": 9.59,
  "de_lowest_kcal_mol": 262.2,
  "energy_ha": -1394.949042
}